1.
Computed, not measured: a cluster of 2 separate species, C4H7F2OP in total in a non-equilibrium geometry, with the ωB97M-V functional and the def2-TZVPD basis.

Cartesian coordinates (Å):
P  -2.396  -1.341  0.587
F  -0.506  1.914  -0.950
F  -1.121  1.405  1.061
O  -1.538  -0.639  -1.848
C  1.974  0.142  0.832
C  -1.524  -0.186  -0.615
C  -0.980  0.903  -0.187
C  2.339  0.003  -0.429
H  2.751  -1.026  -0.660
H  2.057  -0.649  1.602
H  2.240  0.768  -1.075
H  1.785  1.140  1.279
H  -1.385  0.037  -2.472
H  -1.212  -1.829  1.107
H  -2.483  -0.642  1.767

Results
**Structure (SMILES)**: OC(P)=C(F)F.C=C
**Spin multiplicity**: 1


2.
Computed, not measured: a cluster of 3 separate species, C4H7F3N3OS in total in a non-equilibrium geometry, with the ωB97M-V functional and the def2-TZVPD basis.

Cartesian coordinates (Å):
S  1.322  2.312  -0.966
F  -1.671  1.076  0.217
F  -3.691  1.083  0.724
F  -3.069  1.634  -1.395
O  0.490  -0.623  -0.401
N  -1.144  -2.026  -1.205
N  2.136  -0.858  1.232
N  -2.075  -1.326  -1.158
C  1.370  -0.711  0.360
C  -3.002  -0.611  -0.827
C  -2.918  0.813  -0.308
C  3.419  -0.898  1.793
H  -0.527  -2.030  -2.085
H  4.220  -0.954  0.975
H  1.115  3.601  -0.743
H  3.713  0.104  2.170
H  1.083  1.828  0.126
H  -4.070  -0.722  -1.077
H  3.298  -1.692  2.567

Results
**Total charge**: +1
**Spin multiplicity**: 1


3.
Computed, not measured: an isolated molecule of C4H7FN2O in a non-equilibrium geometry, with the ωB97M-V functional and the def2-TZVPD basis.

Cartesian coordinates (Å):
F  2.232  -1.842  0.147
O  -0.056  0.911  -0.291
N  -2.428  -0.163  0.308
N  -0.466  -1.308  -0.228
C  0.748  2.021  0.058
C  1.808  -0.544  0.039
C  0.439  -0.316  -0.073
C  -1.831  -1.207  -0.098
H  -2.333  -2.190  -0.279
H  1.568  2.292  -0.648
H  2.620  0.185  -0.038
H  -3.446  -0.352  0.306
H  -0.109  -2.276  -0.258
H  1.187  1.912  1.058
H  0.067  2.876  -0.003

Results
**Structure (SMILES)**: [H]/N=C/N/C(=C\F)OC
**Spin multiplicity**: 1


4.
Computed, not measured: an isolated molecule of C4H7FO2 in a non-equilibrium geometry, with the ωB97M-V functional and the def2-TZVPD basis.

Cartesian coordinates (Å):
F  1.211  -0.029  1.534
O  -1.242  -1.280  1.166
O  -1.071  1.280  0.482
C  -0.675  0.431  -0.564
C  -0.492  -0.971  0.032
C  0.864  0.537  -0.774
C  1.006  -0.598  0.272
H  -0.624  -1.794  -0.673
H  1.293  1.506  -0.490
H  1.228  0.273  -1.758
H  -0.887  -0.688  1.818
H  1.718  -1.399  0.096
H  -1.005  2.234  0.323
H  -1.325  0.499  -1.462

Results
**Structure (SMILES)**: O[C@@H]1[C@H](F)C[C@@H]1O
**Spin multiplicity**: 1


no.,DFT total energy (eV)
1,-21029.3773
2,-29755.5123
3,-12004.7703
4,-11072.6639